ORCA calculation (ωB97M-V/def2-TZVPD) on C6H14 as an isolated structure.

Its multiplicity is 1. As for the lowest unoccupied orbital energy: 0.0450 Ha. Its net charge is 0. The energy above the lowest of the compared OMol25 structures with the same formula, charge and spin is 69.3 kcal/mol. The strongest force on any atom is 2.59 eV Å⁻¹. As for the highest occupied orbital energy: -8.735 eV.

Atoms and positions in Å:
C (2.84286, 0.28841, 0.29974)
C (1.63378, -0.27790, 0.23169)
C (0.33594, 0.47845, 0.40287)
C (-0.98597, -0.31010, 0.34814)
C (-2.09182, 0.51829, 1.01044)
C (-1.42299, -0.72910, -1.05873)
H (2.94943, 1.37300, 0.31161)
H (1.98039, -0.06041, -1.42892)
H (3.74828, -0.30616, 0.22394)
H (1.35445, -0.31207, -1.82658)
H (1.54378, -1.35914, 0.09878)
H (0.26812, 1.36412, -0.24925)
H (0.45978, 0.85302, 1.42233)
H (-0.84706, -1.22300, 0.94554)
H (-3.03707, -0.03501, 1.04294)
H (-1.82421, 0.79189, 2.03728)
H (-2.27193, 1.44677, 0.45278)
H (-2.39056, -1.24707, -1.01931)
H (-1.54372, 0.14637, -1.70920)
H (-0.70147, -1.40038, -1.53610)